Molecular formula: C54H63GeMgN4O2
Method: DFT, wB97M-V/def2-TZVPD

**Spin multiplicity**: 2
**Total energy**: -129038.440 eV
**Kohn-Sham gap (alpha / beta)**: 4.91 / 5.54 eV

Positions of all 125 atoms, in Å:
Mg1 6.63 -20.84 -9.15
C1 3.58 -17.68 -4.59
C2 2.88 -17.86 -5.97
C3 3.41 -19.01 -6.83
C4 2.95 -20.29 -6.94
C5 1.82 -21.00 -6.10
C6 2.47 -21.71 -4.88
C7 3.76 -21.03 -7.86
C8 3.74 -22.35 -8.09
C9 4.71 -23.15 -8.76
C10 4.55 -24.57 -9.10
C11 3.42 -25.47 -8.74
C12 2.12 -25.05 -9.50
C13 5.55 -24.90 -9.96
C14 6.40 -23.74 -10.03
C15 7.48 -23.59 -10.88
C16 8.23 -22.40 -11.14
N1 8.11 -21.24 -10.56
C17 8.97 -20.34 -11.16
C18 9.00 -18.99 -10.94
C19 8.12 -18.23 -10.06
N2 7.13 -18.75 -9.31
C20 6.48 -17.70 -8.75
C21 5.32 -17.78 -7.94
C22 4.57 -18.93 -7.71
N3 4.75 -20.18 -8.30
C23 7.17 -16.47 -9.02
C24 8.19 -16.79 -9.91
C25 9.19 -15.87 -10.51
C26 10.52 -15.88 -9.69
C27 6.66 -15.14 -8.69
C28 5.37 -14.76 -9.43
C29 9.80 -21.14 -12.14
C30 9.37 -22.41 -12.15
C31 9.87 -23.57 -13.00
C32 10.71 -24.56 -12.28
C33 10.91 -20.51 -12.95
C34 12.33 -20.95 -12.72
N4 5.83 -22.69 -9.34
C35 5.72 -26.14 -10.72
C36 6.71 -27.11 -10.12
H1 3.10 -16.85 -4.14
H2 4.62 -17.43 -4.81
H3 3.46 -18.57 -3.97
H4 2.96 -16.94 -6.57
H5 1.84 -18.10 -5.88
H6 1.18 -21.68 -6.67
H7 1.06 -20.36 -5.70
H8 3.21 -22.42 -5.25
H9 1.63 -22.22 -4.33
H10 3.04 -21.00 -4.20
H11 2.89 -22.85 -7.78
H12 3.25 -25.42 -7.69
H13 3.59 -26.52 -8.96
H14 2.26 -24.07 -9.86
H15 1.22 -25.12 -8.92
H16 2.03 -25.74 -10.26
H17 7.69 -24.51 -11.49
H18 9.73 -18.44 -11.48
H19 5.00 -16.88 -7.43
H20 8.83 -14.86 -10.46
H21 9.42 -16.17 -11.57
H22 10.18 -15.38 -8.78
H23 11.41 -15.46 -10.08
H24 10.81 -16.86 -9.35
H25 7.31 -14.31 -8.83
H26 6.46 -15.03 -7.62
H27 5.58 -14.45 -10.48
H28 4.93 -13.87 -9.03
H29 4.63 -15.57 -9.57
H30 10.38 -23.15 -13.90
H31 8.98 -24.13 -13.37
H32 11.73 -24.27 -12.11
H33 10.71 -25.49 -12.83
H34 10.33 -24.80 -11.30
H35 10.81 -19.44 -12.78
H36 10.60 -20.66 -14.00
H37 12.65 -20.59 -11.75
H38 12.92 -20.39 -13.47
H39 12.55 -22.00 -12.81
H40 6.14 -25.81 -11.70
H41 4.75 -26.63 -10.90
H42 7.61 -26.64 -9.72
H43 6.89 -27.87 -10.84
H44 6.17 -27.56 -9.24
O1 7.35 -21.01 -7.13
H45 6.51 -21.27 -6.77
H46 7.51 -20.10 -6.82
O2 7.40 -19.54 -13.83
H47 7.12 -19.23 -12.96
H48 8.26 -19.94 -13.68
C37 4.41 -16.23 -13.45
C38 4.79 -17.49 -13.92
C39 4.47 -18.69 -13.24
C40 3.81 -18.65 -11.96
C41 3.34 -17.37 -11.52
C42 3.62 -16.23 -12.30
Ge1 3.44 -20.31 -11.02
C43 3.87 -21.89 -12.00
C44 3.08 -23.04 -12.13
C45 3.56 -24.08 -12.94
C46 4.79 -23.99 -13.56
C47 5.55 -22.86 -13.44
C48 5.11 -21.82 -12.67
C49 1.59 -20.35 -10.53
C50 1.01 -21.37 -9.81
C51 -0.33 -21.41 -9.49
C52 -1.22 -20.50 -10.05
C53 -0.69 -19.40 -10.74
C54 0.66 -19.33 -11.03
H49 4.68 -15.31 -13.89
H50 5.34 -17.50 -14.89
H51 4.80 -19.61 -13.71
H52 2.98 -17.26 -10.49
H53 3.44 -15.24 -11.87
H54 2.04 -23.10 -11.74
H55 3.00 -25.01 -13.07
H56 5.12 -24.86 -14.15
H57 6.57 -22.85 -13.93
H58 5.82 -20.99 -12.57
H59 1.58 -22.23 -9.40
H60 -0.67 -22.23 -8.85
H61 -2.26 -20.48 -9.69
H62 -1.32 -18.68 -11.15
H63 1.07 -18.45 -11.45

***

Molecular formula: C3H5NO2
Method: DFT, wB97M-V/def2-TZVPD

**SMILES string**: [H]/N=C1\OC[C@@H]1O
**Total energy**: -8774.262 eV
**Kohn-Sham gap**: 11.03 eV
**Relative energy (zero: lowest compared OMol25 entry of this formula, charge and spin)**: 3.4327 eV

Positions of all 11 atoms, in Å:
H1 -2.57 -0.19 -1.29
N1 -2.00 0.15 -0.53
C1 -0.81 -0.19 -0.35
O1 0.19 -1.26 -0.75
C2 1.10 -0.79 0.30
C3 0.35 0.52 0.20
O2 0.36 1.59 1.07
H2 2.16 -0.69 0.07
H3 0.96 -1.39 1.20
H4 0.63 0.61 -0.89
H5 -0.43 1.55 1.63

***

Molecular formula: CF3IOS
Method: DFT, wB97M-V/def2-TZVPD

**Total energy**: -30170.533 eV
**Kohn-Sham gap (alpha / beta)**: 8.66 / 6.59 eV
**Relative energy (zero: lowest compared OMol25 entry of this formula, charge and spin)**: 1.5054 eV

Positions of all 7 atoms, in Å:
C1 -0.55 -0.10 0.27
O1 -0.95 0.62 -2.52
F1 -0.39 -1.35 0.70
F2 -1.81 0.20 0.53
F3 0.35 0.70 0.85
S1 -0.24 -0.38 -1.69
I1 3.59 0.32 1.86

***

Molecular formula: C4H9N4
Method: DFT, wB97M-V/def2-TZVPD

**Total energy**: -10245.683 eV
**Kohn-Sham gap**: 10.63 eV
**Charge**: +1
**Relative energy (zero: lowest compared OMol25 entry of this formula, charge and spin)**: 2.3157 eV

Positions of all 17 atoms, in Å:
C1 1.97 -1.02 0.17
C2 -0.56 0.86 0.13
C3 2.86 1.03 -0.46
C4 1.95 0.35 0.60
N1 1.93 -2.09 -0.28
N2 0.57 0.90 0.50
N3 -1.78 0.88 0.10
N4 -3.31 -1.33 0.02
H1 3.94 1.06 -0.23
H2 2.29 1.93 -0.55
H3 2.90 0.51 -1.47
H4 2.29 0.52 1.69
H5 -2.74 -2.00 -0.54
H6 -2.06 1.60 -0.45
H7 -2.59 -0.51 0.25
H8 -4.14 -1.06 -0.46
H9 -3.51 -1.63 0.99

***

Molecular formula: C3H6N2O2
Method: DFT, wB97M-V/def2-TZVPD

**Total energy**: -10279.995 eV
**Kohn-Sham gap**: 9.91 eV
**Relative energy (zero: lowest compared OMol25 entry of this formula, charge and spin)**: 4.8020 eV

Positions of all 13 atoms, in Å:
N1 -1.39 0.60 -0.60
C1 -1.38 0.03 0.63
O1 -2.28 0.14 1.44
C2 -0.13 -0.79 0.95
O2 1.06 0.03 1.12
C3 1.90 0.25 0.13
N2 1.42 -0.05 -1.11
H1 -2.23 1.09 -0.88
H2 -0.68 0.36 -1.28
H3 0.06 -1.54 0.19
H4 -0.29 -1.25 1.93
H5 1.73 1.15 -0.75
H6 2.21 -0.02 -1.76

***

Molecular formula: C16H28NO3
Method: DFT, wB97M-V/def2-TZVPD

**Total energy**: -24657.148 eV
**Kohn-Sham gap**: 9.66 eV
**Charge**: +1
**Relative energy (zero: lowest compared OMol25 entry of this formula, charge and spin)**: 15.8363 eV

Positions of all 48 atoms, in Å:
C1 -5.03 -1.02 0.75
H1 -5.25 -1.32 -0.34
H2 -5.72 -0.36 1.09
H3 -4.86 -1.95 1.23
C2 -3.78 -0.35 0.46
H4 -4.02 0.58 -0.01
C3 -2.68 -1.10 0.31
C4 -2.80 -1.52 -1.38
H5 -1.92 -1.98 -1.71
H6 -3.04 -0.81 -1.96
H7 -3.61 -2.11 -1.24
N1 -1.48 -0.03 0.00
C5 -0.91 0.37 1.24
H8 0.18 0.55 1.45
H9 -1.38 0.05 2.09
C6 -1.42 2.00 1.40
H10 -0.72 2.46 2.03
H11 -2.44 2.10 1.61
O1 -1.13 2.62 -0.11
C7 0.01 3.05 -0.34
H12 -0.12 4.06 -0.81
C8 0.40 2.33 -1.54
H13 -0.29 2.32 -2.38
H14 1.32 2.78 -1.96
O2 0.78 1.05 -1.64
C9 2.02 0.56 -0.74
C10 3.03 1.18 -0.49
C11 4.17 1.05 0.15
C12 4.12 -0.45 0.76
C13 3.14 -1.28 0.49
C14 2.00 -0.67 -0.30
O3 0.84 -1.63 -0.55
C15 1.07 -2.56 -1.40
H15 0.18 -3.42 -1.34
H16 1.94 -3.21 -1.27
H17 1.08 -1.95 -2.38
H18 3.14 -2.26 0.60
C16 5.41 -0.91 1.62
H19 6.08 -1.32 0.64
H20 5.82 0.01 1.95
H21 5.23 -1.77 2.23
H22 4.83 1.63 0.58
H23 2.92 2.35 -0.81
H24 0.72 2.77 0.38
H25 -1.61 0.72 -0.64
H26 -0.41 -0.77 -0.27
H27 -2.31 -1.90 0.89
H28 -3.49 0.06 1.65

***

Molecular formula: C3H10S2
Method: DFT, wB97M-V/def2-TZVPD

**Spin multiplicity**: 2
**Total energy**: -24934.411 eV
**Kohn-Sham gap (alpha / beta)**: 10.10 / 4.39 eV
**Charge**: +1
**Relative energy (zero: lowest compared OMol25 entry of this formula, charge and spin)**: 0.6043 eV

Positions of all 15 atoms, in Å:
C1 -1.07 1.39 -1.04
C2 -1.45 -0.88 0.59
S1 -0.96 -0.40 -1.06
H1 -1.39 1.67 -2.03
H2 -0.08 1.75 -0.74
H3 -0.58 -0.89 1.24
H4 -2.26 -0.23 0.92
H5 -1.85 -1.89 0.53
H6 -1.75 1.75 -0.27
C3 2.05 0.15 0.29
S2 2.10 -1.68 0.49
H7 0.87 -2.13 0.25
H8 1.69 0.32 -0.70
H9 3.10 0.43 0.36
H10 1.59 0.63 1.16

***

Molecular formula: C22H43N3O13S2Si
Method: DFT, wB97M-V/def2-TZVPD

**SMILES string**: C[C@H](O)CNCCO[Si@@H](CCCSC(=S)n1ccnc1)COO.COC(=O)OC.COC(=O)OC.COC(=O)OC
**Total energy**: -84142.179 eV
**Kohn-Sham gap**: 7.36 eV

Positions of all 84 atoms, in Å:
C1 2.87 4.67 -0.48
C2 2.24 4.24 -1.87
O1 0.81 4.43 -1.84
C3 2.51 2.71 -2.23
N1 1.32 1.85 -2.13
C4 1.43 0.59 -2.88
C5 2.04 -0.61 -2.06
O2 3.39 -0.26 -1.69
Si1 3.70 -0.49 -0.03
C6 2.30 0.10 1.13
C7 2.82 0.07 2.65
C8 1.55 -0.13 3.62
S1 0.10 0.84 3.02
C9 -1.19 -0.32 2.50
S2 -1.51 -1.62 3.49
N2 -1.98 -0.16 1.32
C10 -3.07 -0.97 1.00
C11 -3.65 -0.49 -0.24
N3 -2.85 0.61 -0.67
C12 -1.88 0.77 0.26
C13 4.28 -2.29 0.37
O3 3.89 -3.25 -0.65
O4 3.58 -4.45 -0.01
H1 2.35 4.07 0.32
H2 3.98 4.49 -0.49
H3 2.69 5.77 -0.32
H4 2.71 4.85 -2.70
H5 0.57 4.36 -0.90
H6 3.28 2.31 -1.49
H7 3.02 2.64 -3.24
H8 1.04 1.69 -1.16
H9 0.39 0.36 -3.28
H10 2.06 0.73 -3.80
H11 2.12 -1.48 -2.79
H12 1.39 -0.98 -1.22
H13 4.88 0.35 0.29
H14 1.93 1.11 0.84
H15 1.50 -0.70 1.08
H16 3.42 0.97 2.91
H17 3.48 -0.82 2.84
H18 1.82 0.10 4.69
H19 1.27 -1.23 3.61
H20 -3.51 -1.84 1.53
H21 -4.55 -0.90 -0.76
H22 -1.08 1.55 0.21
H23 3.97 -2.58 1.41
H24 5.42 -2.27 0.38
H25 2.76 -4.25 0.49
C14 -9.21 -0.02 3.33
O5 -7.81 -0.30 3.26
C15 -7.07 0.74 2.83
O6 -7.48 1.82 2.53
O7 -5.79 0.35 2.81
C16 -4.88 1.36 2.37
H26 -9.70 -0.93 3.68
H27 -9.40 0.78 4.04
H28 -9.60 0.23 2.34
H29 -4.90 2.22 3.05
H30 -5.10 1.66 1.35
H31 -3.88 0.93 2.40
C17 6.48 -9.63 -3.18
O8 5.84 -8.48 -3.75
C18 5.15 -7.75 -2.87
O9 5.03 -7.98 -1.69
O10 4.61 -6.72 -3.52
C19 3.84 -5.84 -2.70
H32 7.01 -10.14 -3.99
H33 7.20 -9.34 -2.42
H34 5.74 -10.31 -2.76
H35 4.45 -5.39 -1.93
H36 2.99 -6.37 -2.27
H37 3.45 -5.04 -3.34
C20 -5.45 5.46 1.61
O11 -4.19 4.90 1.25
C21 -3.89 5.00 -0.05
O12 -4.57 5.52 -0.89
O13 -2.69 4.44 -0.24
C22 -2.23 4.48 -1.60
H38 -5.59 5.31 2.68
H39 -5.47 6.53 1.40
H40 -6.26 4.95 1.08
H41 -2.11 5.51 -1.94
H42 -2.91 3.93 -2.25
H43 -1.25 3.99 -1.63